(1)
Entry from OMol25: a cluster of 2 separate species, C23H26N2O3 in total (ωB97M-V/def2-TZVPD).

Each line ends with the natural charge from an NBO analysis.
CARTESIAN COORDINATES (ANGSTROEM)
O -0.939813 -1.992395 2.251935  -0.58
O 1.917235 -1.489884 1.341535  -0.64
O 2.055638 0.733629 0.814897  -0.54
N 0.110277 0.017403 1.626316  -0.68
N 1.182159 -2.250945 -2.347864  -0.33
C -3.895230 0.910202 1.602639  -0.22
C -2.172301 0.163918 0.036227  -0.06
C 1.569754 0.199300 -2.473232  -0.67
C -1.539057 -3.102308 -0.205192  -0.17
C 3.437764 0.350376 0.642183  -0.07
C -0.821513 -0.118175 3.766331  -0.72
C -0.534549 -0.840613 2.462899  0.72
C -2.592079 0.979951 1.118396  -0.17
C 2.312516 -2.587982 -3.197561  -0.41
C -1.698252 -4.477608 -0.371982  -0.22
C 4.234872 1.586780 0.335481  -0.63
C -0.237011 -1.033937 -1.041521  -0.25
C -0.757312 0.028130 -0.253506  0.06
C -0.829971 -5.192849 -1.217758  -0.21
C 0.851403 -0.980065 -1.968789  0.32
C -4.492595 -0.559334 -0.203844  -0.23
C 0.282711 -3.162245 -1.787560  0.12
C -3.181440 -0.535301 -0.671399  -0.17
C 1.368809 -0.373197 1.297460  0.87
C -0.614641 -2.428941 -0.979556  0.00
C -6.274249 0.013028 1.488241  -0.63
C 0.190358 -4.539513 -1.922983  -0.25
C -4.876821 0.161701 0.936359  0.02
H 1.644209 0.212306 -3.575186  0.23
H -2.504726 -4.991015 0.155450  0.21
H -1.907424 0.007641 3.862788  0.23
H 5.218411 1.300704 -0.046679  0.21
H 2.319353 -3.663025 -3.382970  0.22
H -2.111969 -2.535081 0.522041  0.25
H 0.887157 -5.082057 -2.555485  0.21
H -0.134004 0.920143 -0.155082  0.26
H 3.506355 -0.389380 -0.172707  0.17
H -6.382197 0.584230 2.415862  0.22
H 4.402533 2.152584 1.264243  0.21
H 3.264087 -2.311025 -2.725005  0.21
H -2.912556 -1.081869 -1.580286  0.23
H -5.225248 -1.197371 -0.707720  0.22
H -7.048745 0.337786 0.780001  0.22
H 1.003386 1.086629 -2.166928  0.24
H 3.747933 2.246183 -0.395622  0.21
H -0.338010 0.866971 3.726001  0.22
H -0.427480 -0.671925 4.623895  0.24
H 2.590221 0.297831 -2.057615  0.24
H -0.956645 -6.271671 -1.302292  0.21
H -4.159093 1.409899 2.540487  0.21
H -6.444917 -1.052368 1.699081  0.23
H 3.785016 -0.102919 1.584921  0.20
H -1.857545 1.627835 1.610940  0.23
H 2.258662 -2.056621 -4.153965  0.21

Cartesian forces, eV/Å:
O 0.88 2.29 0.31
O -1.36 2.14 0.21
O 0.41 -1.41 0.32
N 0.70 -0.44 -1.61
N -0.31 0.50 -0.18
C -0.16 0.14 -0.27
C -1.64 0.35 0.75
C 0.30 0.83 -0.17
C -0.74 -0.57 0.07
C 0.04 0.24 -0.24
C 0.09 0.14 0.30
C -1.79 -2.30 1.43
C 0.10 -0.32 -0.19
C 0.08 0.14 -0.08
C 0.26 0.33 -0.10
C 0.30 0.51 0.25
C 0.84 -0.32 -1.16
C 1.42 0.75 0.02
C 0.10 0.31 -0.12
C -0.59 -0.94 1.52
C 0.04 0.26 -0.09
C -0.39 0.49 0.29
C 0.50 0.07 0.30
C 1.14 -1.03 -0.50
C 0.74 -0.24 -0.07
C 0.14 -0.11 0.02
C -0.25 -0.41 0.20
C 0.45 -0.43 0.02
H -0.03 -0.09 0.42
H 0.40 0.08 -0.06
H 0.21 -0.10 0.13
H -0.06 0.05 -0.01
H -0.04 0.21 0.01
H -0.07 -0.44 -0.33
H -0.16 -0.07 0.14
H -0.57 0.07 -0.98
H 0.01 0.13 0.42
H -0.07 -0.14 -0.16
H -0.11 0.02 -0.37
H -0.26 -0.10 0.05
H -0.08 0.05 0.46
H 0.20 0.35 0.05
H 0.26 -0.03 0.13
H 0.27 -0.11 -0.12
H 0.08 -0.24 0.14
H -0.29 -0.29 0.19
H -0.24 -0.07 -0.12
H -0.40 -0.16 -0.20
H 0.12 0.26 -0.09
H 0.09 0.06 -0.45
H -0.11 0.29 0.05
H -0.06 -0.02 -0.57
H -0.25 -0.50 -0.06
H -0.10 -0.16 0.10

## Properties
* ΔE to the lowest compared entry with this formula, charge and spin: 3.9387 eV
* HOMO: -7.78 eV
* HOMO-LUMO gap: 7.1 eV



(2)
Entry from OMol25: a cluster of 2 separate species, C4H4N2 in total (ωB97M-V/def2-TZVPD).

Each line ends with the natural charge from an NBO analysis.
CARTESIAN COORDINATES (ANGSTROEM)
N 1.526571 -1.025565 0.741781  -0.37
N -1.786452 -0.964615 -0.699106  -0.34
C -1.305988 0.295450 -0.128184  -0.11
C 1.298335 0.234403 0.091181  -0.12
C -1.645885 -0.916206 0.513036  0.06
C 1.866520 -0.979160 -0.503147  0.07
H -1.746160 1.263570 -0.083368  0.18
H -1.481009 -1.578856 1.390057  0.22
H 1.687472 1.222070 0.034204  0.19
H 2.473329 -1.381974 -1.327304  0.23

Cartesian forces, eV/Å:
N 0.75 -1.51 0.46
N -1.12 -0.60 -3.98
C -0.94 -0.69 0.92
C 1.25 -2.04 -3.13
C 2.10 0.31 4.10
C -0.56 3.28 1.14
H -0.53 0.61 -0.31
H -0.75 0.40 -0.78
H 0.50 0.72 0.84
H -0.71 -0.47 0.75

## Properties
* ΔE to the lowest compared entry with this formula, charge and spin: 5.2074 eV
* HOMO (spin up / spin down): -6.19 / -9.84 eV
* spin multiplicity: 3
* HOMO-LUMO gap (spin up / spin down): 6.9 / 9.6 eV
* expectation value of S²: 2.018



(3)
Entry from OMol25: the molecule C4H6ClNO3 (ωB97M-V/def2-TZVPD).

Each line ends with the natural charge from an NBO analysis.
CARTESIAN COORDINATES (ANGSTROEM)
Cl -2.316873 -1.411363 0.395350  0.00
O 0.611765 1.069847 0.407417  -0.47
O 0.623588 -1.252363 -1.540220  -0.22
O 0.332438 -1.011808 1.227060  -0.34
N -0.136400 0.129249 0.572809  0.32
C 1.553878 -1.470262 0.675054  -0.11
C -1.360289 0.083099 0.152611  0.19
C -2.072262 1.162606 -0.571604  -0.68
C 1.587858 -1.446651 -0.825024  -0.07
H -1.705822 1.373180 -1.588021  0.25
H -3.187472 0.956653 -0.671163  0.25
H 2.431545 -0.912260 1.002262  0.20
H 2.564854 -1.428774 -1.233710  0.23
H -2.003010 2.095775 -0.046755  0.25
H 1.739840 -2.441572 1.015838  0.21

Cartesian forces, eV/Å:
Cl 0.88 1.08 -0.07
O 1.25 1.22 0.04
O -4.33 0.81 -3.15
O -0.11 -0.35 0.37
N -0.99 -0.52 -0.36
C 0.54 1.61 -0.53
C -1.66 -2.04 -0.06
C -1.36 0.21 -0.58
C 3.30 -1.14 2.87
H 0.24 -0.40 0.31
H 1.58 -0.09 0.26
H -0.14 0.52 0.22
H 1.06 0.21 -0.67
H 0.26 0.55 0.44
H -0.52 -1.67 0.90

## Properties
* ΔE to the lowest compared entry with this formula, charge and spin: 2.1756 eV
* HOMO (spin up / spin down): -6.37 / -8.97 eV
* spin multiplicity: 3
* HOMO-LUMO gap (spin up / spin down): 7.2 / 6.4 eV
* expectation value of S²: 2.007



(4)
Entry from OMol25: a structure of composition H12O6 (ωB97M-V/def2-TZVPD).

Each line ends with the natural charge from an NBO analysis.
CARTESIAN COORDINATES (ANGSTROEM)
O -2.216037 -1.287378 1.223882  -0.94
O -1.674418 -1.344858 -0.767471  -0.88
O 2.617793 1.183624 0.315630  -0.93
O 2.029610 0.270458 -1.402367  -0.96
O -1.856048 1.245357 0.447541  -0.99
O -0.039426 0.419575 0.459351  -0.84
H 0.907673 0.550129 0.412464  0.49
H 2.635978 0.737212 -1.977422  0.45
H -1.068432 -1.967803 -0.366283  0.47
H 1.745755 0.928645 -0.767982  0.46
H -0.150098 -0.531055 0.476103  0.47
H 3.544047 1.343431 0.134667  0.51
H -1.708645 -2.022161 1.568687  0.42
H -1.032670 0.798256 0.643502  0.43
H -2.083937 -1.834057 -1.481070  0.51
H 2.382777 1.845142 0.966315  0.48
H -2.235657 0.743793 -0.273967  0.43
H -1.798266 -1.078309 0.388422  0.42

Cartesian forces, eV/Å:
O -0.77 -0.56 5.40
O 2.22 -1.09 -7.04
O 1.37 2.48 4.85
O -1.16 -2.37 -4.06
O -6.49 3.28 -0.53
O 9.13 -4.24 -0.42
H 0.18 -0.20 0.55
H -0.07 -0.01 -0.35
H 0.41 -0.92 -0.89
H -0.01 -0.03 -1.65
H 0.47 -0.07 0.19
H 0.28 -0.21 -0.21
H -0.18 -0.37 0.67
H -2.91 2.01 1.10
H -0.37 0.05 -0.39
H 0.19 0.55 0.77
H -0.34 0.41 -0.06
H -1.96 1.30 2.07

## Properties
* ΔE to the lowest compared entry with this formula, charge and spin: 8.4405 eV
* HOMO: -8.53 eV
* HOMO-LUMO gap: 8.5 eV



(5)
Entry from OMol25: a cluster of 2 separate species, C5H8O2 in total (ωB97M-V/def2-TZVPD).

Each line ends with the natural charge from an NBO analysis.
CARTESIAN COORDINATES (ANGSTROEM)
O -1.414422 0.504436 -0.669808  -0.49
O 1.509203 1.207540 0.556034  -0.54
C 1.648482 0.418431 -0.337403  0.46
C -1.593948 1.634778 0.170190  -0.25
C -1.510595 -0.654244 -0.089521  0.32
C -1.575201 -1.734534 0.424643  -0.40
C 1.946044 -1.034278 -0.171437  -0.73
H -0.753111 1.740601 0.861683  0.21
H 1.549661 0.734943 -1.394167  0.10
H -1.630938 2.496928 -0.493481  0.20
H 1.060896 -1.594933 -0.473336  0.25
H -2.526964 1.561399 0.735570  0.18
H 2.768277 -1.324383 -0.821258  0.23
H -1.655994 -2.691914 0.837454  0.24
H 2.178612 -1.264769 0.864839  0.23

Cartesian forces, eV/Å:
O 0.06 -0.63 -0.43
O 0.01 0.20 0.27
C 0.09 -0.25 -0.44
C -0.08 0.77 0.63
C -0.01 0.09 0.09
C 0.01 0.60 -0.33
C 0.02 -0.02 0.28
H -0.11 -0.08 -0.15
H -0.05 0.16 0.00
H 0.01 -0.07 0.06
H -0.03 -0.06 -0.06
H 0.05 -0.08 -0.14
H 0.08 -0.02 -0.10
H -0.05 -0.59 0.30
H 0.00 -0.02 0.05

## Properties
* ΔE to the lowest compared entry with this formula, charge and spin: 3.4745 eV
* HOMO: -9.48 eV
* HOMO-LUMO gap: 10.5 eV



(6)
Entry from OMol25: the molecule C3H6Cl2O2 (ωB97M-V/def2-TZVPD).

Each line ends with the natural charge from an NBO analysis.
CARTESIAN COORDINATES (ANGSTROEM)
Cl -1.856896 -1.145023 0.415523  -0.12
Cl 2.366964 -0.496831 0.483633  -0.14
O -0.475955 0.404184 1.847228  -0.68
O 0.442167 -1.634731 -0.989891  -0.69
C 0.690789 -1.209269 0.253101  0.13
C -0.252141 0.941707 -0.390057  -0.66
C -0.360844 -0.136842 0.624407  0.29
H -0.322958 -0.179365 2.597871  0.49
H 1.286215 -2.029449 -1.443006  0.51
H -0.854534 1.763306 -0.077150  0.24
H -0.298355 0.547035 -1.329294  0.24
H 0.747943 -1.934786 0.976450  0.17
H 0.785152 1.216402 -0.410959  0.23

Cartesian forces, eV/Å:
Cl -1.12 -0.27 -0.26
Cl 0.15 0.04 -0.26
O 1.17 0.95 1.29
O 2.44 -1.41 -2.92
C 0.83 2.21 1.10
C 0.83 0.59 1.92
C -0.35 -1.24 -1.29
H -0.03 -0.38 -0.28
H -2.28 1.03 1.53
H -0.61 0.58 -0.46
H -1.38 -0.74 -2.61
H -0.25 -2.13 1.63
H 0.60 0.76 0.61

## Properties
* ΔE to the lowest compared entry with this formula, charge and spin: 1.2584 eV
* HOMO: -10.55 eV
* HOMO-LUMO gap: 11.1 eV